A 5-piece molecular cluster, C24H44F3IO15 overall in a non-equilibrium geometry. Source: the Open Molecules 2025 dataset; level of theory: the ωB97M-V functional and the def2-TZVPD basis.

Each atom is followed by the atoms it is bonded to, with distances in Å.
Atoms and positions in Å:
1 C -0.938 -3.852 1.023  C2 1.639, H16 1.194, H17 1.170, H18 1.172
2 C 0.512 -4.160 1.723  C1 1.639, C3 1.672, H19 1.170, H20 1.191
3 C 0.676 -3.484 3.243  C2 1.672, I4 2.182, C5 1.634, H21 1.194
4 I -1.236 -3.065 4.209  C3 2.182
5 C 1.732 -4.392 4.097  C3 1.634, C6 1.631, O13 1.502, H22 1.174
6 C 1.360 -4.651 5.663  C5 1.631, C7 1.631, H23 1.194, H24 1.194
7 C 0.327 -5.875 5.974  C6 1.631, O8 1.489, C9 1.634, H25 1.186
8 O 0.767 -6.592 7.202  C7 1.489, H26 1.003
9 C 0.129 -6.974 4.782  C7 1.634, F10 1.490, F11 1.510, F12 1.511
10 F 1.374 -7.676 4.361  C9 1.490
11 F -0.656 -6.421 3.617  C9 1.510
12 F -0.762 -8.053 5.351  C9 1.511
13 O 3.021 -3.622 4.106  C5 1.502, C14 1.471
14 C 4.173 -4.537 4.091  O13 1.471, O15 1.336, H27 1.192
15 O 4.607 -5.259 3.054  C14 1.336
16 H -0.866 -4.283 -0.088  C1 1.194
17 H -1.053 -2.693 0.906  C1 1.170
18 H -1.854 -4.394 1.513  C1 1.172
19 H 0.660 -5.320 1.718  C2 1.170
20 H 1.338 -3.694 1.002  C2 1.191
21 H 1.186 -2.425 3.034  C3 1.194
22 H 1.964 -5.353 3.463  C5 1.174
23 H 2.384 -4.930 6.210  C6 1.194
24 H 0.986 -3.670 6.232  C6 1.194
25 H -0.723 -5.392 6.243  C7 1.186
26 H 1.489 -7.221 6.905  O8 1.003
27 H 4.765 -4.689 5.115  C14 1.192
28 C -1.667 3.294 -1.922  C29 1.519, H35 1.095, H36 1.094, H37 1.094
29 C -1.830 2.468 -0.658  C28 1.519, O30 1.433, H38 1.096, H39 1.096
30 O -1.613 1.077 -0.927  C29 1.433, C31 1.356
31 C -0.316 0.695 -1.031  O30 1.356, O32 1.222, O33 1.356
32 O 0.659 1.421 -0.908  C31 1.222
33 O -0.288 -0.629 -1.323  C31 1.356, C34 1.426
34 C 1.024 -1.142 -1.549  O33 1.426, H40 1.095, H41 1.094, H42 1.094
35 H -2.305 2.904 -2.722  C28 1.095
36 H -1.927 4.340 -1.738  C28 1.094
37 H -0.637 3.255 -2.291  C28 1.094
38 H -2.858 2.564 -0.292  C29 1.096
39 H -1.168 2.819 0.142  C29 1.096
40 H 1.694 -0.903 -0.717  C34 1.095
41 H 1.420 -0.747 -2.490  C34 1.094
42 H 0.953 -2.230 -1.631  C34 1.094
43 C 0.663 -3.909 -8.421  C44 1.519, H50 1.095, H51 1.094, H52 1.094
44 C 1.208 -2.787 -7.555  C43 1.519, O45 1.433, H53 1.096, H54 1.096
45 O 0.141 -2.005 -7.004  C44 1.433, C46 1.356
46 C -0.492 -2.547 -5.935  O45 1.356, O47 1.222, O48 1.356
47 O -0.226 -3.618 -5.409  C46 1.222
48 O -1.490 -1.707 -5.563  C46 1.356, C49 1.426
49 C -2.296 -2.206 -4.498  O48 1.426, H55 1.095, H56 1.094, H57 1.094
50 H -0.019 -3.514 -9.180  C43 1.095
51 H 1.477 -4.445 -8.918  C43 1.094
52 H 0.092 -4.628 -7.825  C43 1.094
53 H 1.810 -2.112 -8.173  C44 1.096
54 H 1.862 -3.168 -6.763  C44 1.096
55 H -1.684 -2.501 -3.639  C49 1.095
56 H -2.899 -3.048 -4.850  C49 1.094
57 H -2.971 -1.406 -4.180  C49 1.094
58 C 3.915 2.046 -0.155  C59 1.519, H65 1.095, H66 1.094, H67 1.094
59 C 3.159 3.028 -1.033  C58 1.519, O60 1.433, H68 1.096, H69 1.096
60 O 3.339 4.371 -0.567  C59 1.433, C61 1.356
61 C 4.518 4.954 -0.898  O60 1.356, O62 1.222, O63 1.356
62 O 5.413 4.443 -1.555  C61 1.222
63 O 4.544 6.195 -0.353  C61 1.356, C64 1.426
64 C 5.775 6.887 -0.552  O63 1.426, H70 1.095, H71 1.094, H72 1.094
65 H 3.640 2.178 0.897  C58 1.095
66 H 3.699 1.015 -0.452  C58 1.094
67 H 4.996 2.204 -0.223  C58 1.094
68 H 2.086 2.814 -0.976  C59 1.096
69 H 3.451 2.938 -2.086  C59 1.096
70 H 6.051 6.912 -1.611  C64 1.095
71 H 6.564 6.418 0.043  C64 1.094
72 H 5.645 7.916 -0.206  C64 1.094
73 C -3.940 7.732 2.754  C74 1.519, H80 1.095, H81 1.094, H82 1.094
74 C -4.216 7.703 1.261  C73 1.519, O75 1.433, H83 1.096, H84 1.096
75 O -4.398 6.358 0.802  C74 1.433, C76 1.356
76 C -5.613 5.811 1.055  O75 1.356, O77 1.222, O78 1.356
77 O -6.546 6.363 1.620  C76 1.222
78 O -5.606 4.535 0.596  C76 1.356, C79 1.426
79 C -6.802 3.813 0.882  O78 1.426, H85 1.095, H86 1.094, H87 1.094
80 H -3.102 7.074 3.004  C73 1.095
81 H -3.706 8.748 3.085  C73 1.094
82 H -4.804 7.376 3.323  C73 1.094
83 H -3.350 8.107 0.724  C74 1.096
84 H -5.078 8.326 0.996  C74 1.096
85 H -7.688 4.356 0.536  C79 1.095
86 H -6.867 3.612 1.956  C79 1.094
87 H -6.757 2.858 0.352  C79 1.094

Values from the calculation:
- E_LUMO: -0.15 eV
- Net charge: 0
- Orbital gap: 9.61 eV
- Spin multiplicity: 1
- Calculated total energy: -72562.396 eV